(1)
{"formula": "C40H53N9O8S2Tl", "method": "ωB97M-V/def2-TZVPD", "lumo_ev": -3.1, "total_charge": 1, "homo_lumo_gap_ha": 0.26760, "total_energy_ha": -3619.413779, "e_homo_ev": -10.4, "symbols": ["Tl", "O", "C", "O", "C", "C", "C", "C", "C", "N", "C", "O", "O", "H", "H", "H", "H", "C", "C", "C", "C", "C", "C", "C", "C", "C", "C", "C", "C", "N", "C", "C", "C", "C", "C", "N", "C", "C", "C", "C", "H", "H", "H", "H", "H", "H", "H", "H", "H", "H", "H", "H", "H", "H", "H", "H", "H", "H", "H", "H", "H", "H", "H", "H", "H", "H", "H", "H", "H", "C", "C", "C", "N", "N", "C", "N", "S", "H", "H", "H", "H", "H", "H", "H", "C", "C", "S", "O", "O", "C", "C", "N", "C", "N", "C", "C", "N", "O", "O", "C", "H", "H", "H", "H", "H", "H", "H", "H", "H", "H", "H", "H", "H"], "xyz": [[1.51744, -0.53110, 0.20266], [4.97716, 2.19711, -1.76284], [4.08337, 1.49542, -1.08449], [3.11174, 0.97698, -1.58282], [4.39889, 1.36955, 0.36299], [5.52982, 1.92215, 0.93352], [5.73558, 1.74723, 2.29853], [4.79811, 1.05020, 3.03291], [3.68403, 0.52806, 2.37922], [3.50089, 0.68082, 1.07770], [2.60409, -0.22104, 3.17516], [2.76489, -0.31138, 4.37577], [1.63862, -0.66638, 2.46893], [4.71910, 2.26154, -2.69215], [6.22354, 2.47560, 0.31800], [6.61586, 2.15712, 2.77474], [4.88318, 0.88941, 4.09809], [-1.66731, 1.34413, 3.24935], [-1.53219, -0.14799, 2.94045], [-1.95522, -0.99134, 4.15175], [-2.33429, -0.58203, 1.73182], [-3.68091, -0.24596, 1.63185], [-4.46460, -0.71187, 0.59032], [-3.90918, -1.54081, -0.36886], [-2.56828, -1.90083, -0.31484], [-1.98961, -2.79631, -1.39648], [-2.26401, -2.25933, -2.80510], [-2.53122, -4.22443, -1.25180], [-1.78158, -1.41281, 0.74510], [-0.39044, -1.72432, 0.74932], [0.00303, -2.89933, 1.12986], [1.32392, -3.36984, 0.99125], [1.84703, -4.58893, 1.42228], [3.18646, -4.59828, 1.05444], [3.45478, -3.38528, 0.40529], [2.32216, -2.64621, 0.34977], [4.80182, -2.94164, -0.12155], [4.66610, -1.90511, -1.23813], [5.56962, -4.15463, -0.66167], [5.58541, -2.33093, 1.05427], [-1.08776, 1.58900, 4.14046], [-2.70461, 1.62538, 3.44243], [-1.28961, 1.95035, 2.42105], [-0.48357, -0.35435, 2.75496], [-2.97351, -0.74170, 4.45795], [-1.28261, -0.81358, 4.99201], [-1.92188, -2.05573, 3.91277], [-4.13369, 0.36655, 2.40283], [-5.51139, -0.44237, 0.53165], [-4.52977, -1.91627, -1.17308], [-0.90718, -2.83743, -1.27697], [-3.33230, -2.22954, -3.02062], [-1.79101, -2.90603, -3.54682], [-1.86196, -1.24940, -2.92655], [-3.60766, -4.24959, -1.42758], [-2.34630, -4.61664, -0.25051], [-2.04908, -4.88644, -1.97340], [-0.71571, -3.58697, 1.57624], [1.30445, -5.35952, 1.94844], [3.89075, -5.39288, 1.23817], [4.27518, -2.35794, -2.15110], [5.64613, -1.47987, -1.46276], [4.00448, -1.09032, -0.95015], [4.96705, -4.70557, -1.38584], [5.84492, -4.83697, 0.14180], [6.48798, -3.82768, -1.15203], [5.05287, -1.47025, 1.46217], [6.57614, -2.00747, 0.72694], [5.70426, -3.06182, 1.85414], [-1.47720, 1.01365, -5.37844], [0.00360, 1.21849, -5.02370], [0.47443, 0.18146, -4.06366], [0.58523, 0.33210, -2.80090], [0.94853, -0.79900, -2.13045], [1.11360, -1.84765, -2.91480], [1.40008, -3.08288, -2.49340], [0.84662, -1.46254, -4.58780], [-1.83202, 1.83386, -6.00063], [-2.08937, 0.97176, -4.47723], [-1.61569, 0.08297, -5.92939], [0.15697, 2.19524, -4.56617], [0.60063, 1.16995, -5.93576], [1.68207, -3.20793, -1.52400], [1.54858, -3.82554, -3.15086], [-7.42181, 4.53229, 0.96272], [-6.15035, 3.80964, 1.38899], [-4.93026, 3.98591, 0.07228], [-5.10691, 2.91796, -0.88351], [-4.92144, 5.34171, -0.40304], [-3.31576, 3.68243, 0.84646], [-2.29644, 3.89269, -0.27531], [-1.03906, 3.21586, 0.01898], [-0.78102, 1.94289, -0.32888], [0.40007, 1.56206, 0.16482], [0.92468, 2.62467, 0.82676], [0.03717, 3.65485, 0.76497], [0.17690, 4.95045, 1.35317], [1.28727, 5.23674, 1.75515], [-0.82268, 5.63835, 1.46688], [-1.69222, 1.15176, -1.18451], [-8.16637, 4.49030, 1.75489], [-7.83753, 4.07352, 0.06614], [-7.19839, 5.57413, 0.74189], [-6.29295, 2.73701, 1.51028], [-5.70493, 4.24047, 2.28636], [-3.32322, 2.64943, 1.19814], [-3.16289, 4.38004, 1.66815], [-2.12538, 4.95152, -0.42620], [-2.69181, 3.46629, -1.19579], [1.87089, 2.60434, 1.33848], [-1.79475, 1.62917, -2.16087], [-2.68927, 1.06561, -0.74564], [-1.28002, 0.16179, -1.32572]], "atomic_forces_ev_per_a": [[0.02, 0.27, 0.11], [0.27, 0.23, 0.13], [-0.21, -0.25, -0.13], [-0.07, 0.14, -0.02], [0.19, 0.06, 0.26], [-0.05, -0.01, -0.15], [-0.04, -0.05, 0.07], [0.05, 0.04, -0.04], [-0.16, 0.00, 0.20], [-0.07, 0.01, -0.28], [0.24, 0.05, -0.10], [-0.05, 0.00, -0.05], [-0.21, 0.10, -0.05], [-0.14, -0.10, -0.09], [0.02, -0.01, 0.02], [-0.01, 0.02, 0.00], [-0.01, -0.01, -0.01], [0.07, -0.13, -0.06], [-0.14, 0.00, 0.09], [0.11, 0.05, -0.06], [0.17, -0.03, -0.01], [-0.02, 0.00, -0.04], [-0.06, 0.00, -0.01], [-0.01, -0.02, 0.01], [0.20, 0.03, 0.02], [-0.14, -0.08, -0.04], [0.06, -0.01, 0.13], [0.13, 0.09, -0.01], [-0.35, 0.11, -0.19], [0.26, -0.34, 0.20], [-0.34, 0.18, 0.03], [0.36, -0.33, -0.01], [-0.16, 0.13, 0.01], [0.08, 0.03, -0.04], [0.05, -0.14, 0.00], [-0.32, 0.25, -0.05], [0.04, 0.05, 0.06], [-0.06, -0.11, 0.12], [-0.05, 0.05, 0.04], [-0.06, 0.00, -0.09], [0.01, 0.03, -0.02], [0.01, 0.04, 0.02], [-0.05, 0.01, 0.06], [0.09, -0.02, -0.03], [-0.02, -0.04, 0.01], [-0.03, 0.02, 0.00], [-0.02, 0.00, 0.03], [0.02, 0.00, 0.01], [0.01, 0.01, -0.01], [0.00, 0.01, 0.00], [-0.06, 0.01, 0.04], [0.00, 0.02, -0.04], [-0.04, 0.00, -0.02], [-0.06, -0.02, -0.05], [-0.01, -0.01, 0.00], [-0.01, -0.02, -0.01], [-0.04, -0.03, -0.01], [-0.04, -0.01, -0.05], [-0.01, 0.01, -0.02], [0.02, 0.02, -0.04], [-0.05, 0.02, -0.03], [0.01, 0.00, -0.04], [0.07, -0.07, -0.05], [0.04, 0.00, -0.03], [0.01, -0.03, -0.01], [0.01, 0.00, 0.02], [0.07, -0.02, 0.01], [0.00, -0.01, 0.00], [0.01, 0.02, 0.02], [0.15, 0.04, 0.00], [-0.25, -0.05, -0.09], [0.18, -0.52, -0.15], [0.13, 0.39, -0.02], [0.18, -0.43, 0.09], [-0.18, 0.33, -0.27], [0.07, 0.03, 0.18], [-0.01, 0.17, 0.27], [-0.01, -0.02, -0.01], [-0.03, 0.01, -0.02], [-0.05, 0.00, 0.02], [0.05, -0.01, 0.03], [0.07, 0.08, 0.04], [0.04, -0.05, -0.05], [0.03, -0.03, -0.02], [0.05, 0.00, -0.07], [0.28, 0.12, -0.37], [0.28, -0.30, 0.31], [-0.09, -0.10, 0.04], [0.00, 0.20, 0.08], [-0.48, 0.13, -0.29], [-0.31, 0.06, 0.09], [0.07, 0.14, 0.20], [0.09, -0.03, -0.03], [0.08, -0.29, -0.18], [-0.02, 0.33, 0.30], [0.18, -0.40, -0.35], [0.02, 0.03, 0.48], [-0.17, 0.00, -0.16], [0.09, -0.04, -0.18], [-0.18, 0.00, 0.08], [0.02, -0.05, 0.03], [-0.04, 0.01, 0.02], [-0.06, 0.01, 0.03], [0.03, -0.01, 0.09], [-0.03, 0.00, 0.02], [0.02, 0.01, 0.01], [0.00, -0.03, 0.02], [0.10, 0.01, -0.04], [0.12, 0.01, -0.03], [-0.02, -0.01, -0.02], [0.04, -0.02, 0.01], [0.02, 0.00, 0.06], [-0.06, 0.03, 0.02]], "mulliken_charge": [3.9067, -0.5081, -0.0847, -0.1185, -0.0566, -0.6608, -0.9604, -0.8119, 0.0711, 1.5271, -0.0015, -0.7597, -0.5268, 0.4039, 0.6346, 0.4781, 0.6609, -1.4987, 1.5836, -1.8191, 0.4438, 0.0263, -1.4069, -0.0717, 0.4256, 1.5534, -1.5286, -1.8960, -0.6946, 0.8111, -0.5544, 0.3639, -1.9298, -0.8603, -1.3021, 0.6952, 2.9951, -2.2275, -2.0170, -1.5678, 0.5231, 0.3317, 0.3094, -0.9151, 0.4037, 0.4418, 0.3615, 0.5373, 0.4281, 0.5056, -0.7567, 0.3789, 0.4563, 0.1453, 0.3781, 0.3614, 0.4651, 0.5663, 0.6110, 0.5041, 0.2641, 0.5216, 0.6533, 0.4095, 0.4002, 0.4419, 0.1224, 0.4933, 0.4195, -0.9918, -0.7129, 0.2550, -0.7447, 0.6054, -0.3423, 0.0726, -0.2034, 0.3989, 0.1833, 0.3380, 0.2774, 0.4428, -0.3745, 0.2707, -1.2724, -0.3855, 1.2506, -0.6416, -0.7001, 0.5645, -2.0996, 0.5316, 0.0177, 0.6417, -1.0686, -0.3313, 1.1114, -0.6505, -0.6191, -0.4019, 0.3908, 0.3436, 0.3589, 0.2909, 0.4287, -0.6278, 0.6778, 0.4037, 0.6185, 0.7601, 0.9145, -0.0058, -1.4550]}

---

(2)
{"formula": "C40H54BF2IN3OP2Sb2Zn", "method": "ωB97M-V/def2-TZVPD", "lumo_ev": -2.9, "total_charge": 1, "homo_lumo_gap_ha": 0.21522, "total_energy_ha": -5260.706403, "e_homo_ev": -8.8, "symbols": ["Zn", "I", "C", "C", "C", "C", "C", "C", "C", "C", "C", "P", "C", "C", "C", "C", "C", "C", "C", "C", "C", "C", "C", "C", "C", "H", "H", "H", "H", "H", "H", "H", "H", "H", "H", "H", "H", "H", "H", "H", "H", "C", "Sb", "C", "C", "C", "C", "C", "C", "C", "C", "C", "Sb", "C", "C", "H", "H", "H", "H", "H", "H", "H", "H", "H", "H", "H", "H", "H", "H", "H", "H", "H", "H", "H", "H", "C", "N", "C", "P", "O", "N", "C", "C", "N", "C", "C", "H", "H", "H", "H", "H", "H", "H", "H", "H", "H", "H", "H", "H", "H", "H", "H", "H", "H", "F", "B", "F"], "xyz": [[0.51207, 2.95414, 3.68476], [1.51018, 1.73479, 5.59406], [-0.68963, -0.79475, 4.45025], [-1.65418, -0.05838, 5.11250], [-1.85504, -0.19951, 6.49578], [-1.17743, -1.22507, 7.18357], [-0.17748, -2.02348, 6.53404], [0.60604, -3.04502, 7.09204], [1.41000, -3.87686, 6.34907], [1.62394, -3.69268, 4.97195], [0.93746, -2.59981, 4.31894], [0.92530, -2.26133, 2.59028], [-0.71574, -2.83769, 2.08968], [-1.80005, -2.01534, 1.99089], [-3.07379, -2.56195, 1.78330], [-3.24105, -3.91033, 1.96433], [-2.13942, -4.75816, 2.13940], [-0.86773, -4.22722, 2.25760], [2.24012, -3.28772, 1.88304], [3.53692, -3.12062, 2.40679], [4.51496, -4.00280, 2.07269], [4.32301, -5.00376, 1.13582], [2.97854, -5.15550, 0.61493], [1.95848, -4.31806, 0.95982], [-0.00050, -1.80348, 5.08105], [-2.25723, 0.63853, 4.50894], [-2.61889, 0.30712, 7.09612], [-1.45176, -1.32681, 8.24746], [0.38786, -3.27088, 8.14161], [1.86505, -4.80869, 6.81464], [2.33739, -4.35528, 4.40193], [-1.69258, -0.93480, 2.07686], [-3.90273, -1.91806, 1.63572], [-4.28929, -4.16831, 2.10505], [-2.30848, -5.84686, 2.05340], [-0.05012, -4.93690, 2.36486], [3.68721, -2.25455, 3.08460], [5.48533, -3.84800, 2.53924], [5.10994, -5.65099, 0.74596], [2.78794, -5.96907, -0.07577], [0.98954, -4.52926, 0.60569], [-2.27706, -3.61871, -2.72984], [-1.82589, -1.51946, -3.18134], [-3.73353, -0.95407, -2.08053], [-2.64755, -1.49440, -5.22910], [-1.72858, -2.04926, -6.21948], [-1.84153, -3.40251, -6.46628], [-1.12605, -3.95273, -7.49853], [-0.04893, -3.25670, -8.02722], [0.23503, -1.96952, -7.63888], [-0.62665, -1.33112, -6.75521], [-0.36752, 0.06501, -6.46425], [1.13962, 0.38026, -4.82161], [1.66819, 2.44464, -5.64240], [2.98398, -0.47354, -5.57627], [-3.16326, -3.69076, -2.15001], [-1.36534, -3.94427, -2.14539], [-2.32433, -4.26059, -3.63606], [-3.72654, 0.10222, -1.76108], [-3.76256, -1.62837, -1.24499], [-4.64260, -1.20126, -2.65702], [-2.93114, -0.43822, -5.39604], [-3.55336, -2.10553, -5.10211], [-2.46346, -4.00161, -5.80896], [-1.41727, -4.94461, -7.83993], [0.61967, -3.74063, -8.76981], [1.15115, -1.55101, -7.98754], [-1.26518, 0.62416, -6.12370], [0.13776, 0.63012, -7.28961], [2.22887, 2.23012, -6.57921], [2.24004, 3.04852, -4.98753], [0.70343, 2.93970, -5.82735], [3.62925, 0.41864, -5.74125], [2.92904, -1.22217, -6.38559], [3.34595, -1.05539, -4.71612], [-2.53729, 5.83007, 1.78546], [-1.17864, 6.14296, 1.46837], [-0.99229, 7.38489, 0.73938], [0.07786, 5.02796, 1.41217], [-0.34004, 3.95088, 2.43038], [0.32081, 4.28101, -0.04614], [0.73509, 5.03839, -1.19888], [-0.28786, 3.05666, -0.44489], [1.42397, 5.96572, 1.64712], [1.52121, 6.64383, 2.93432], [2.79002, 5.55669, 1.26427], [-3.23932, 5.82860, 0.91525], [-2.81074, 6.53772, 2.55324], [-2.58323, 4.90737, 2.37011], [-1.62371, 7.30701, -0.15692], [0.06846, 7.53733, 0.47442], [-1.33097, 8.15639, 1.43656], [1.09875, 6.01289, -0.93988], [-0.06225, 5.21789, -1.90851], [1.44823, 4.43042, -1.80695], [-0.19885, 2.24387, 0.25708], [0.22224, 2.71016, -1.33430], [-1.35701, 3.16844, -0.59044], [0.52594, 6.83890, 3.37215], [1.98595, 7.66764, 2.89576], [2.03022, 5.99032, 3.66214], [2.90228, 4.89324, 0.38661], [3.26788, 5.18501, 2.13855], [3.35022, 6.45697, 0.98573], [2.59323, -0.11559, 2.84752], [1.41903, -0.45567, 2.29936], [0.82297, 0.48843, 1.52830]], "atomic_forces_ev_per_a": [[0.46, -1.14, 1.22], [-0.23, 0.81, -0.77], [0.08, 1.11, -2.05], [0.23, 0.25, -0.50], [0.08, -2.00, 0.89], [0.11, 0.97, -0.12], [-0.25, 0.48, -2.09], [-0.94, -0.64, 0.90], [0.67, -1.43, 0.39], [-0.41, 1.60, -1.84], [0.82, -1.69, 3.14], [-0.70, -0.17, -0.10], [1.35, -0.88, 0.94], [-0.93, 0.88, -1.24], [1.55, 0.17, 0.91], [-0.55, 0.16, 0.20], [-0.69, -0.66, -0.32], [-0.79, -0.35, -1.10], [-0.26, -0.34, -0.18], [-2.19, 1.25, 0.30], [1.99, -0.37, -0.26], [-2.46, -0.06, -0.74], [2.59, -0.65, -0.10], [1.21, 0.74, 1.33], [0.91, -0.64, 2.02], [0.18, 0.00, 0.53], [0.24, 0.17, -0.59], [0.57, -0.28, -0.56], [0.46, -0.04, -0.23], [-0.51, 1.53, -0.44], [-1.01, 0.78, 0.73], [0.15, -0.31, -0.24], [-0.67, 0.46, 0.01], [0.31, -0.92, -0.53], [0.24, 0.67, 0.63], [-0.03, 0.45, 0.17], [0.22, -0.93, -0.36], [0.01, -0.17, -0.23], [-0.19, 0.18, 0.46], [0.04, 0.06, -0.03], [-0.94, 0.13, -0.45], [2.36, -0.22, -0.75], [-1.45, -0.26, 0.62], [0.46, 0.23, -1.09], [-0.86, 0.99, 1.33], [1.28, 0.29, 0.48], [-0.14, 0.05, -0.26], [0.28, -0.95, -0.07], [0.54, -0.98, -1.26], [-0.54, -1.01, 0.49], [-0.60, -0.55, -0.56], [0.73, 2.15, 0.66], [0.02, 1.26, -0.58], [-1.03, -1.81, -0.80], [-0.02, -0.26, 0.44], [-0.72, -0.12, 0.49], [-1.18, 0.08, -0.44], [-0.05, 0.48, 0.61], [-0.11, -0.55, -0.13], [0.23, -0.10, 0.67], [0.48, 0.36, -0.07], [0.02, -0.55, -0.04], [0.21, 0.33, -0.33], [-0.46, 0.03, -0.56], [0.52, 0.04, 0.08], [-0.65, 0.30, 0.51], [0.29, 0.72, -0.24], [0.63, -0.23, -0.26], [-0.70, -0.61, 0.51], [-0.51, 0.39, 0.55], [0.68, 0.41, 0.75], [0.38, -0.10, -0.21], [-0.24, -0.98, -0.23], [-0.02, 0.82, 0.00], [0.17, 0.35, -0.18], [-0.55, -0.53, 0.82], [2.65, -1.44, -0.47], [-0.20, -0.07, 0.05], [-1.27, 0.71, -0.90], [0.41, 0.35, -0.50], [0.70, 0.93, 1.22], [0.44, -0.25, -1.20], [-0.76, -1.23, 0.32], [0.07, -0.84, 0.07], [-0.90, 1.09, 1.14], [0.04, 0.60, -1.37], [0.59, 0.01, 0.68], [-0.78, 0.69, -0.12], [-0.04, -0.25, -0.63], [0.22, 0.65, 0.06], [-0.70, 0.05, 0.12], [0.02, 0.42, -0.57], [0.62, 0.32, 0.13], [-0.72, 0.00, 0.00], [-0.01, 0.65, 0.69], [0.31, -0.05, 0.58], [-0.19, -0.05, -0.36], [-0.27, 0.06, -0.57], [0.23, -0.19, -0.39], [-0.02, -1.20, -0.29], [0.19, 0.44, -0.17], [-0.56, 0.08, 0.73], [0.60, -0.80, 0.55], [-0.20, 0.05, 0.09], [-0.44, -0.01, -0.27], [-0.59, 1.26, 0.43], [0.37, -0.70, 0.36]], "mulliken_charge": [0.2230, -0.0660, -0.2659, -1.3031, -0.6197, -0.8818, 0.5314, -0.6013, -0.8448, -0.6448, 0.7771, 1.2366, 1.0650, -0.1048, -0.9138, -0.7114, -1.2280, -0.9087, 0.4661, -0.6942, -0.4902, -0.7085, -0.6588, -0.7258, 0.7387, 0.4248, 0.4050, 0.3335, 0.3802, 0.3043, 0.2815, 0.4429, 0.5923, 0.3963, 0.3549, 0.6506, 0.3635, 0.4037, 0.4125, 0.3985, 0.7992, -1.1742, 0.6923, -1.1201, -1.7114, 0.8290, -0.7430, -0.7347, -0.6037, -0.6405, 0.9699, -1.4814, 0.7071, -1.4928, -1.2154, 0.3896, 0.2546, 0.3022, 0.3412, 0.1509, 0.3956, 0.6222, 0.6045, 0.3035, 0.3948, 0.3222, 0.5219, 0.3784, 0.5509, 0.4368, 0.3805, 0.3700, 0.3168, 0.3421, 0.3546, -1.0464, 0.3526, -1.0072, 0.9528, -0.8664, 0.5602, -1.1431, -0.7646, 0.1668, -1.1053, -1.0073, 0.2590, 0.4112, 0.1955, 0.3179, 0.3465, 0.3294, 0.4010, 0.3485, 0.4308, -0.1432, 0.4488, 0.2621, 0.3412, 0.3033, 0.3890, 0.3314, 0.3685, 0.3499, -0.1735, 0.7649, 0.0012]}